Density functional theory data (ωB97M-V/def2-TZVPD) for a 2-piece molecular cluster, C6H10 overall.

The calculation puts the total energy at -6378.85889 eV. Its max |F| is 0.34 eV/A. As for the orbital gap: 7.29 eV. The value obtained for the LUMO energy is -0.871 eV. For the energy above the lowest of the compared OMol25 structures with the same formula, charge and spin, the calculation gives 482.5 kJ/mol.

ORCA input file:
```
! wB97M-V def2-TZVPD RIJCOSX def2/J DEFGRID3
* xyz 0 1
C -0.67748 -2.07123 -0.51100
C -1.29385 -0.68394 -0.38698
C 0.81395 1.41198 -0.41453
C -0.04727 2.27248 0.42735
C 1.71047 0.56533 0.18856
C 2.56412 -0.19839 0.62409
H -0.54668 -2.35130 -1.56151
H 0.30905 -2.10389 -0.03445
H -1.30526 -2.83215 -0.03554
H -2.29899 -0.63852 -0.81923
H -1.36318 -0.36759 0.66112
H -0.68486 0.05337 -0.93147
H -0.27963 1.92817 1.44471
H 0.57444 3.18088 0.50969
H -0.96030 2.58506 -0.08957
H 3.36995 -0.86620 0.85221
*
```